[1]
The following is a quantum chemistry calculation of a gas-phase ion, C5H8F3N2 (charge +1) at a distorted geometry, from OMol25.

Structure (ORCA input):
```
! wB97M-V def2-TZVPD RIJCOSX def2/J DEFGRID3
* xyz 1 1
C -0.015 -1.196 0.073
C 1.539 1.252 0.377
C 2.070 0.250 -0.544
C -0.895 0.811 -0.800
C -2.180 -0.403 0.844
N 1.169 -1.026 -0.516
N -1.020 -0.289 -0.019
F 1.225 0.788 1.555
F 3.311 -0.299 -0.302
F -1.764 1.775 -0.691
H -0.395 -2.180 0.487
H 1.146 2.211 -0.005
H 2.083 0.635 -1.551
H -0.343 0.707 -1.769
H -2.652 0.688 1.066
H -1.771 -0.801 1.755
H -3.118 -1.000 0.553
H 1.610 -1.922 -0.514
*
```

Summary:
Energy above the lowest of the compared OMol25 structures with the same formula, charge and spin ... 79.9 kcal/mol
E_HOMO (alpha / beta) ... -12.5 / -13.3 eV
Molecular weight ... 153.13 g mol⁻¹
Lowest unoccupied orbital energy (alpha / beta) ... -0.1725 / -0.1838 Eh

[2]
The following is a quantum chemistry calculation of 2 unconnected molecules or ions with the total composition C5H8F3N2O2S at a distorted geometry, from OMol25.

Structure (ORCA input):
```
! wB97M-V def2-TZVPD RIJCOSX def2/J DEFGRID3
* xyz 1 1
C 0.472 1.060 -2.080
C 0.086 1.235 0.170
C 0.000 -0.124 -0.351
C -0.293 -2.147 1.803
C -2.700 -0.308 -0.596
N 0.346 -0.166 -1.655
N 0.298 1.923 -1.095
O 1.867 -0.690 1.193
O 1.232 -2.467 -0.415
F -2.988 -0.007 -1.879
F -3.244 -1.491 -0.319
F -3.032 0.595 0.283
S 0.862 -1.517 0.588
H 0.721 1.244 -3.071
H -0.868 1.498 0.675
H 0.888 1.439 0.890
H 0.167 -2.962 2.347
H -0.717 -1.379 2.440
H -1.080 -2.491 1.123
H 0.428 -1.127 -1.998
H 0.146 2.914 -1.352
*
```

Summary:
Energy above the lowest of the compared OMol25 structures with the same formula, charge and spin ... 42.6 kcal/mol
E_HOMO (alpha / beta) ... -12.7 / -13.5 eV
Molecular weight ... 217.19 g mol⁻¹
Lowest unoccupied orbital energy (alpha / beta) ... -0.1685 / -0.1904 Eh

[3]
The following is a quantum chemistry calculation of a molecular structure, C5H8GdO3 at a distorted geometry, from OMol25.

Structure (ORCA input):
```
! wB97M-V def2-TZVPD RIJCOSX def2/J DEFGRID3
* xyz 2 9
O -0.978 -0.627 1.495
C -2.242 0.662 0.606
C -1.243 1.071 -0.450
O -0.017 0.382 -0.253
C 0.029 -0.533 0.776
O 1.073 -1.215 0.738
Gd 2.704 -0.701 -1.026
C -3.667 0.793 0.357
C -3.442 -0.721 0.138
H -1.973 0.916 1.636
H -1.014 2.135 -0.319
H -1.616 0.887 -1.466
H -4.275 1.010 1.236
H -3.931 1.325 -0.560
H -3.964 -1.325 0.882
H -2.345 -1.065 0.222
H -3.577 -0.981 -0.918
*
```

Summary:
Energy above the lowest of the compared OMol25 structures with the same formula, charge and spin ... 76.6 kcal/mol
⟨S²⟩ ... 20.347
E_HOMO (alpha / beta) ... -14.7 / -17.5 eV
Molecular weight ... 273.37 g mol⁻¹
Lowest unoccupied orbital energy (alpha / beta) ... -0.3017 / -0.4778 Eh

[4]
The following is a quantum chemistry calculation of a gas-phase ion, C5H8IN2 (charge +1) at a distorted geometry, from OMol25.

Structure (ORCA input):
```
! wB97M-V def2-TZVPD RIJCOSX def2/J DEFGRID3
* xyz 1 1
C -0.192 1.430 -0.619
C 0.010 0.938 0.610
C 0.110 0.927 -1.852
C -0.371 -0.206 1.334
C 0.947 -0.192 -2.201
N 1.419 -0.983 -1.226
N -1.266 -1.156 0.917
I 1.714 -0.606 -4.085
H -0.274 2.459 -0.554
H 0.224 1.712 1.303
H -0.020 1.432 -2.808
H -0.367 -0.105 2.425
H 1.232 -0.799 -0.228
H 2.089 -1.769 -1.272
H -1.477 -1.917 1.662
H -1.732 -1.063 0.112
*
```

Summary:
Energy above the lowest of the compared OMol25 structures with the same formula, charge and spin ... 38.4 kcal/mol
E_HOMO ... -12.5 eV
SMILES string ... N/C(I)=C\C=C/C=[NH2+]
Molecular weight ... 223.04 g mol⁻¹
Lowest unoccupied orbital energy ... -0.1888 Eh

- What is the energy above the lowest of the compared OMol25 structures with the same formula, charge and spin in the third record?
  76.6 kcal/mol

- Among the records above, which one has the highest energy above the lowest of the compared OMol25 structures with the same formula, charge and spin?
  C5H8F3N2

- Look up the energy above the lowest of the compared OMol25 structures with the same formula, charge and spin of the third one.
  76.6 kcal/mol